Formula: C3H51O23
Source: the Open Molecules 2025 dataset
Level of theory: wB97M-V/def2-TZVPD

Geometry (Å):
C -8.209 8.512 -17.371
C -6.899 8.320 -16.652
C -5.761 8.927 -17.478
O -6.809 9.010 -15.403
H -9.009 8.130 -16.715
H -8.207 7.968 -18.285
H -8.355 9.533 -17.676
H -6.716 7.260 -16.553
H -6.057 9.897 -17.920
H -5.591 8.189 -18.181
H -4.808 9.172 -16.995
O -6.666 5.673 -18.559
H -6.968 6.542 -18.780
H -7.191 5.072 -19.064
O -7.385 10.858 -20.022
H -7.711 11.288 -19.213
H -7.590 9.936 -19.869
O -10.604 8.814 -19.427
H -10.212 8.910 -20.233
H -10.336 9.541 -18.890
O -10.560 11.139 -17.814
H -9.757 11.569 -18.098
H -10.810 11.600 -17.067
O -12.001 9.207 -16.452
H -11.415 9.865 -16.844
H -12.816 9.728 -16.446
O -4.069 5.765 -19.444
H -5.027 5.737 -19.194
H -3.627 6.213 -18.741
O -5.437 12.756 -17.502
H -5.126 12.236 -18.215
H -6.399 12.577 -17.655
O -6.721 9.062 -12.828
H -5.929 9.573 -12.480
H -6.597 9.030 -13.800
O -2.795 7.084 -17.217
H -3.386 7.335 -16.507
H -2.176 7.806 -17.347
O -5.421 4.206 -16.732
H -4.438 4.235 -16.535
H -5.766 4.818 -17.385
O -8.047 12.125 -17.629
H -8.198 11.538 -16.935
H -8.250 13.016 -17.277
O -5.781 11.508 -15.329
H -6.096 10.588 -15.474
H -5.502 11.898 -16.178
O -3.518 8.727 -20.078
H -2.897 8.583 -19.353
H -2.968 8.918 -20.832
O -4.473 7.658 -14.864
H -5.230 8.118 -15.224
H -4.965 6.864 -14.536
O -8.650 10.794 -15.161
H -8.169 11.427 -14.654
H -8.036 10.085 -15.389
O -6.486 7.858 -20.851
H -5.850 8.381 -20.389
H -6.002 7.586 -21.597
O -3.192 11.456 -16.267
H -4.085 11.254 -16.411
H -3.145 12.289 -15.797
O -8.215 6.864 -14.266
H -8.579 7.179 -13.483
H -8.173 7.685 -14.776
O -10.482 6.016 -19.576
H -9.752 5.888 -20.163
H -10.334 6.844 -19.149
O -4.587 11.172 -19.526
H -5.397 11.257 -20.068
H -4.293 10.226 -19.624
O -9.207 5.114 -16.297
H -8.862 5.795 -15.693
H -9.978 5.471 -16.627
O -5.640 5.357 -13.984
H -6.464 5.820 -14.024
H -5.504 4.965 -14.866

**Energy above the lowest of the compared OMol25 structures with the same formula, charge and spin**: 114.0 kJ/mol
**Total charge**: -1
**Calculated total energy**: -1875.48172 Eh

---

Formula: C3H5AlLiO3
Source: the Open Molecules 2025 dataset
Level of theory: wB97M-V/def2-TZVPD

Geometry (Å):
O -1.287 -0.799 0.529
C -0.927 -0.101 -0.509
C -0.245 -0.819 1.529
O -1.502 -0.129 -1.582
O 0.334 0.307 -0.409
C 0.951 -0.196 0.803
Al -1.675 -0.194 -3.145
H -0.079 -1.857 1.826
H -0.589 -0.226 2.382
H 1.722 -0.912 0.501
H 1.401 0.661 1.311
Li 1.488 1.441 -1.650
H 0.410 2.825 -1.584

**Energy above the lowest of the compared OMol25 structures with the same formula, charge and spin**: 0.0 kJ/mol
**Total charge**: +2
**Calculated total energy**: -592.27310 Eh
**Multiplicity**: 2

---

Formula: C3H5B
Source: the Open Molecules 2025 dataset
Level of theory: wB97M-V/def2-TZVPD

Geometry (Å):
B -0.538 -1.016 1.241
C 0.308 -1.197 -0.050
C -0.047 1.241 0.341
C -0.255 0.147 -0.368
H 1.385 -1.216 -0.195
H -0.092 -1.841 -0.778
H 0.749 1.348 1.087
H -0.676 2.125 -0.016
H -0.835 0.408 -1.262

**Energy above the lowest of the compared OMol25 structures with the same formula, charge and spin**: 248.6 kJ/mol
**Calculated total energy**: -141.97606 Eh

---

Formula: C3H5BI2
Source: the Open Molecules 2025 dataset
Level of theory: wB97M-V/def2-TZVPD

Geometry (Å):
B 1.667 -0.099 -0.410
C 0.472 -0.931 0.177
I 0.862 -2.937 0.775
C -0.692 -0.367 0.295
C -0.977 1.052 -0.112
I -2.367 -1.403 1.145
H 1.820 -0.063 -1.586
H 2.352 0.514 0.340
H -0.721 1.696 0.731
H -2.024 1.156 -0.377
H -0.392 1.381 -0.977

**Calculated total energy**: -737.48497 Eh

---

Formula: C3H5BaO2
Source: the Open Molecules 2025 dataset
Level of theory: wB97M-V/def2-TZVPD

Geometry (Å):
H -0.138 1.219 0.657
O -0.467 -1.513 -0.202
C -0.586 -0.448 -0.915
O -1.743 0.146 -0.676
C -1.985 0.852 0.514
H -2.832 1.526 0.365
H -2.406 0.184 1.269
C 0.966 -1.924 -0.048
H 1.003 -2.362 0.961
H 1.114 -2.752 -0.758
Ba 2.254 0.311 -0.518

**Calculated total energy**: -292.96366 Eh
**Multiplicity**: 2

---

Formula: C3H5BaO4
Source: the Open Molecules 2025 dataset
Level of theory: wB97M-V/def2-TZVPD

Geometry (Å):
O -0.933 1.536 -2.522
C -0.236 2.012 -1.576
O -0.629 2.329 -0.458
O 1.003 1.359 -1.637
H 1.726 1.830 -1.208
C -0.296 -1.803 1.007
O -0.344 -1.917 -0.234
C -0.028 -0.528 1.705
H -0.062 -2.719 1.578
H -1.177 -0.358 1.811
H 0.937 -0.144 1.337
H 0.235 -0.712 2.758
Ba -0.195 -0.885 -2.562

**Energy above the lowest of the compared OMol25 structures with the same formula, charge and spin**: 123.9 kJ/mol
**Total charge**: +1
**Calculated total energy**: -443.54623 Eh

---

Formula: C3H5Br
Source: the Open Molecules 2025 dataset
Level of theory: wB97M-V/def2-TZVPD

Geometry (Å):
C -0.011 0.770 -0.366
C 0.025 -0.756 -0.449
C -1.017 0.014 0.395
Br -2.859 -0.009 -0.015
H 0.660 1.108 0.415
H -0.452 1.336 -1.137
H -0.341 -1.174 -1.363
H 0.839 -1.449 -0.128
H -0.807 0.382 2.306

**Energy above the lowest of the compared OMol25 structures with the same formula, charge and spin**: 271.6 kJ/mol
**Calculated total energy**: -2691.06080 Eh
**Multiplicity**: 3

---

Formula: C3H5Br2NO3
Source: the Open Molecules 2025 dataset
Level of theory: wB97M-V/def2-TZVPD

Geometry (Å):
C 0.699 0.932 -0.964
C -0.386 -0.116 -0.753
C -0.557 -0.499 0.726
N 0.978 -0.996 1.472
O 1.457 -1.954 0.962
O 1.327 -0.308 2.368
O -1.628 0.298 -1.245
Br -1.682 -2.044 0.928
Br -1.129 0.955 1.818
H 0.529 1.802 -0.330
H 0.667 1.251 -2.002
H 1.684 0.521 -0.760
H -0.143 -1.032 -1.305
H -1.816 1.191 -0.915

**Energy above the lowest of the compared OMol25 structures with the same formula, charge and spin**: 41.6 kJ/mol
**Calculated total energy**: -5545.69422 Eh

---

Formula: C3H5Br2O2Si
Source: the Open Molecules 2025 dataset
Level of theory: wB97M-V/def2-TZVPD

Geometry (Å):
C -0.248 -0.419 0.411
C 0.061 0.680 -0.655
Si -0.259 2.449 -0.067
Br 1.873 3.279 0.169
Br -0.720 3.373 -2.595
C -1.330 2.526 1.799
O -0.464 2.117 2.578
O -2.550 2.635 1.799
H 0.263 -0.051 1.321
H -1.381 -0.648 0.659
H 0.088 -1.417 0.089
H -0.338 0.540 -1.625
H 1.103 0.744 -0.784

**Energy above the lowest of the compared OMol25 structures with the same formula, charge and spin**: 21.0 kJ/mol
**Total charge**: -1
**Calculated total energy**: -5705.46762 Eh
**SMILES**: CC[Si](Br)(Br)C(=O)[O-]

---

Formula: C3H5Br3O2
Source: the Open Molecules 2025 dataset
Level of theory: wB97M-V/def2-TZVPD

Geometry (Å):
C 0.754 0.106 -0.447
C -0.723 -0.163 -0.147
C -1.818 0.829 -0.950
O -1.099 -0.014 1.278
O -1.151 -1.418 -0.631
Br -1.435 2.053 -2.243
Br -3.593 0.523 -0.592
Br -0.476 3.313 1.733
H 0.938 1.172 -0.599
H 0.975 -0.507 -1.332
H 1.471 -0.307 0.364
H -0.825 0.808 1.655
H -1.933 -1.705 -0.200

**Energy above the lowest of the compared OMol25 structures with the same formula, charge and spin**: 245.8 kJ/mol
**Calculated total energy**: -7989.70891 Eh

---

Formula: C3H5BrClN2S
Source: the Open Molecules 2025 dataset
Level of theory: wB97M-V/def2-TZVPD

Geometry (Å):
C -2.428 0.623 0.314
C -2.967 -0.385 -0.079
C 1.674 0.136 -0.247
N 1.853 1.452 -0.465
N 0.511 -0.386 0.180
S 0.066 -2.025 0.251
Cl -3.621 -1.753 -0.719
Br 3.141 -1.012 -0.664
H -2.055 1.269 1.108
H 0.046 -1.915 1.542
H 1.114 2.058 -0.758
H 2.910 1.663 -0.638
H -0.244 0.275 0.174

**Energy above the lowest of the compared OMol25 structures with the same formula, charge and spin**: 9.1 kJ/mol
**Total charge**: +1
**Calculated total energy**: -3658.85104 Eh

---

Formula: C3H5BrFN
Source: the Open Molecules 2025 dataset
Level of theory: wB97M-V/def2-TZVPD

Geometry (Å):
C -1.448 0.603 -0.073
C -0.545 0.292 0.828
Br -0.742 0.751 2.604
C 0.853 -0.624 0.292
N 1.238 -0.218 -1.027
F 0.508 -1.958 0.268
H -2.341 1.203 0.042
H -1.426 0.395 -1.097
H 1.716 -0.422 0.964
H 1.308 0.695 -0.974
H 0.877 -0.717 -1.827

**Energy above the lowest of the compared OMol25 structures with the same formula, charge and spin**: 27.1 kJ/mol
**Calculated total energy**: -2845.87598 Eh
**SMILES**: C=C(Br)[C@H](N)F

---

Formula: C3H5BrINO4
Source: the Open Molecules 2025 dataset
Level of theory: wB97M-V/def2-TZVPD

Geometry (Å):
C -0.722 -1.592 0.408
C -0.705 -0.230 -0.187
Br -1.985 1.015 0.451
N -0.240 -0.006 -1.380
O 0.533 -0.733 -1.999
O -0.522 1.227 -1.925
H -0.465 -1.547 1.468
H -1.727 -2.014 0.325
H -0.018 -2.234 -0.121
H 0.135 1.400 -2.621
O 1.024 1.980 0.124
C 1.171 1.010 0.790
O 0.728 0.755 1.999
I 2.660 -0.484 0.332
H 0.133 1.452 2.335

**Energy above the lowest of the compared OMol25 structures with the same formula, charge and spin**: 8.4 kJ/mol
**Calculated total energy**: -3344.61181 Eh
**SMILES**: C/C(Br)=[N+](\[O-])O.O=C(O)I

---

Formula: C3H5BrO
Source: the Open Molecules 2025 dataset
Level of theory: wB97M-V/def2-TZVPD

Geometry (Å):
C -0.821 -1.399 0.516
C -0.639 -0.118 0.278
C 0.575 0.563 -0.086
O 0.565 1.835 0.181
Br 2.134 -0.481 -0.313
H -1.777 -1.757 0.790
H 0.026 -2.125 0.803
H -1.498 0.518 0.136
H 0.057 0.602 -2.582
H 1.377 2.362 0.277

**Energy above the lowest of the compared OMol25 structures with the same formula, charge and spin**: 425.0 kJ/mol
**Calculated total energy**: -2766.37418 Eh

---

Formula: C3H5BrO
Source: the Open Molecules 2025 dataset
Level of theory: wB97M-V/def2-TZVPD

Geometry (Å):
C 1.190 -1.245 -0.074
C 0.335 -0.267 -0.616
C -0.455 0.514 0.298
O -0.638 1.819 -0.180
Br -2.391 -0.349 0.022
H 1.739 -1.827 -0.766
H 1.263 -1.508 0.977
H 0.163 0.013 -1.615
H -0.154 0.381 1.436
H -1.051 2.469 0.517

**Energy above the lowest of the compared OMol25 structures with the same formula, charge and spin**: 83.0 kJ/mol
**Calculated total energy**: -2766.50443 Eh
**SMILES**: C=C[C@@H](O)Br

---

Formula: C3H5BrO
Source: the Open Molecules 2025 dataset
Level of theory: wB97M-V/def2-TZVPD

Geometry (Å):
C 0.394 -0.733 -0.749
C 1.575 -0.474 -0.282
C -1.602 0.814 0.829
O -1.069 0.131 1.632
Br 2.690 0.880 -0.797
H -0.206 -0.005 -1.287
H -0.137 -1.566 -0.325
H -2.629 0.694 0.572
H -1.104 1.581 0.090
H 2.087 -1.321 0.318

**Energy above the lowest of the compared OMol25 structures with the same formula, charge and spin**: 105.0 kJ/mol
**Calculated total energy**: -2766.34787 Eh
**Multiplicity**: 3

---

Formula: C3H5BrO
Source: the Open Molecules 2025 dataset
Level of theory: wB97M-V/def2-TZVPD

Geometry (Å):
C -2.898 -0.848 -0.060
C 1.179 -0.780 -0.077
C 1.772 0.419 0.543
O 1.285 -1.909 -0.356
Br -1.192 0.098 -0.036
H -2.922 -1.260 -1.072
H -2.626 -1.703 0.558
H 1.721 0.336 1.641
H 1.191 1.276 0.354
H 2.866 0.370 0.316

**Energy above the lowest of the compared OMol25 structures with the same formula, charge and spin**: 75.2 kJ/mol
**Calculated total energy**: -2766.35920 Eh
**Multiplicity**: 3

---

Formula: C3H5BrO2
Source: the Open Molecules 2025 dataset
Level of theory: wB97M-V/def2-TZVPD

Geometry (Å):
C -0.195 1.253 -0.452
C 0.595 0.294 0.380
O 1.489 -0.552 -0.328
C 0.208 -1.091 0.289
O -0.831 -1.601 -0.385
Br 0.535 -2.345 1.726
H 0.432 2.060 -0.581
H -1.203 1.496 0.129
H -0.593 0.784 -1.332
H 0.871 0.589 1.416
H -1.308 -0.887 -0.861

**Energy above the lowest of the compared OMol25 structures with the same formula, charge and spin**: 163.1 kJ/mol
**Calculated total energy**: -2841.73677 Eh
**SMILES**: C[C@@H]1O[C@@]1(O)Br

---

Formula: C3H5BrS
Source: the Open Molecules 2025 dataset
Level of theory: wB97M-V/def2-TZVPD

Geometry (Å):
C 0.356 0.486 0.044
C -0.637 -0.399 -0.610
C 1.581 -0.454 0.564
S 1.403 -2.214 0.068
Br 3.292 0.376 -0.056
H 0.764 1.252 -0.718
H -0.060 0.953 0.881
H -0.537 -0.735 -1.653
H -1.597 -0.292 -0.233
H 1.728 -0.461 1.684

**Energy above the lowest of the compared OMol25 structures with the same formula, charge and spin**: 321.3 kJ/mol
**Calculated total energy**: -3089.36662 Eh

---

Formula: C3H5BrSi
Source: the Open Molecules 2025 dataset
Level of theory: wB97M-V/def2-TZVPD

Geometry (Å):
C 0.380 -0.723 -3.016
C 0.490 -0.373 -1.864
C 0.425 0.279 -0.702
Si -0.568 1.931 -0.666
Br -1.611 5.247 0.707
H 0.356 -1.450 -3.781
H 1.167 0.005 0.057
H -1.555 1.585 -1.653
H 0.128 3.100 -1.287
H -1.043 2.033 0.820

**Energy above the lowest of the compared OMol25 structures with the same formula, charge and spin**: 441.0 kJ/mol
**Calculated total energy**: -2980.61891 Eh